This record from OMol25 describes C14H33AuN7O6 as an isolated structure in a non-equilibrium geometry. The level of theory is ωB97M-V/def2-TZVPD.

* E: -1522.97305 hartree
* gap between HOMO and LUMO (alpha / beta): 0.20524 / 0.20505 hartree
* E_LUMO (alpha / beta): -4.9 / -4.9 eV
* spin multiplicity: 3
* HOMO energy (alpha / beta): -10.48 / -10.46 eV
* net charge: +1

```
61
Properties=species:S:1:pos:R:3:lowdin_spin:R:1
Au 0.771 -0.780 -0.312 0.268
O 1.906 2.046 -0.994 0.338
O 0.799 -3.044 -0.747 0.005
O -0.718 -2.066 -2.582 0.365
O 2.754 -2.422 -2.465 0.026
O -0.655 -2.923 1.332 0.068
O 1.897 1.554 1.416 0.028
N -1.370 -0.140 -0.289 -0.072
N 0.115 -1.174 -2.311 0.109
N -3.290 0.674 0.624 -0.003
N 1.392 0.318 1.425 0.108
N 0.130 -1.925 1.420 0.139
N 1.378 0.950 -1.441 0.328
N -1.269 1.898 0.897 0.000
C -3.969 -0.535 0.198 0.000
C 0.555 -1.507 2.624 -0.001
C 3.228 -1.367 -0.735 0.205
C -0.999 3.020 0.021 0.001
C 1.194 -0.243 2.630 0.002
C 1.545 0.448 3.896 0.003
C 0.502 -0.767 -4.672 0.012
C 1.242 0.833 -2.783 -0.037
C -1.310 2.237 2.301 0.000
C 1.803 1.916 -3.622 -0.012
C -1.960 0.795 0.407 -0.005
C 0.214 -2.326 3.809 0.003
C -4.113 1.760 1.131 -0.001
C 0.621 -0.345 -3.259 0.088
H -3.495 -1.413 0.657 0.000
H 3.680 -0.818 -1.547 0.008
H 2.882 2.015 -3.437 -0.004
H 3.408 -0.793 0.193 0.014
H 0.652 0.537 4.530 0.000
H -0.870 2.679 -1.012 0.000
H -5.013 -0.470 0.510 0.000
H -3.824 2.715 0.669 0.000
H 1.922 1.793 0.342 0.001
H 0.554 0.093 -5.339 0.001
H -1.994 -0.775 -0.784 -0.001
H 1.395 -3.428 -0.070 0.000
H -0.084 3.529 0.348 0.000
H -5.154 1.542 0.878 0.000
H 1.647 1.701 -4.683 0.000
H 1.321 2.876 -3.390 -0.003
H -0.313 2.566 2.614 0.000
H -0.093 -3.212 -0.337 0.000
H -0.446 -1.293 -4.828 0.002
H 3.275 -3.040 -3.025 0.002
H 0.941 -2.190 4.617 0.000
H -4.030 1.854 2.223 0.000
H 1.320 -1.451 -4.939 0.004
H 2.032 -2.921 -2.023 0.001
H 1.950 1.445 3.702 0.001
H -0.776 -2.062 4.208 -0.001
H 2.291 -0.149 4.440 0.000
H -2.009 3.063 2.501 0.000
H 3.591 -2.369 -0.554 0.009
H -1.587 1.367 2.907 0.000
H 0.188 -3.392 3.550 0.000
H -1.826 3.752 0.054 0.000
H -3.932 -0.641 -0.896 0.000
```



This record from OMol25 describes C14H33Cl6NO8PV as an isolated structure in a non-equilibrium geometry. The level of theory is ωB97M-V/def2-TZVPD.

* E: -5256.32284 hartree
* gap between HOMO and LUMO: 0.23583 hartree
* E_LUMO: -3.5 eV
* spin multiplicity: 1
* HOMO energy: -9.88 eV

```
64
Properties=species:S:1:pos:R:3:lowdin_charge:R:1
V 2.523 -2.992 -3.020 1.134
Cl 3.093 -2.549 2.399 0.552
Cl -1.092 2.745 -5.103 0.543
Cl 4.184 0.595 3.045 0.522
Cl -4.842 1.426 -3.533 0.482
Cl -1.222 -4.856 -5.746 0.532
Cl -3.653 -4.102 -3.471 0.558
P -1.668 -0.124 4.887 0.533
O 0.797 -1.687 -2.209 -0.343
O -0.996 -1.633 5.119 -0.219
O 1.747 -4.394 -2.575 -0.310
O -0.756 0.875 5.803 -0.210
O -1.132 0.195 3.350 -0.245
O 2.864 -3.090 -4.610 -0.331
O -3.109 0.062 5.190 -0.234
O 3.051 4.335 0.457 0.027
N 2.901 2.701 -1.066 0.003
C -0.614 0.616 7.173 -0.137
C -3.053 1.104 -4.018 -0.550
C 1.369 4.603 -1.259 0.004
C -1.916 1.062 2.552 -0.120
C 0.228 -0.458 -1.894 -0.408
C -0.711 -0.476 -0.663 -0.059
C -1.533 -2.745 4.520 -0.163
C 2.900 -1.117 1.362 -0.706
C -2.387 2.498 -3.904 -0.696
C 2.692 0.229 2.028 -0.592
C 4.057 1.841 -0.621 -0.032
C -1.930 -3.785 -3.323 -0.666
C -1.378 -3.383 -4.737 -0.648
C 2.450 3.824 -0.487 -0.556
H -1.279 0.425 -0.433 0.062
H -2.606 0.264 -3.487 0.053
H 3.600 0.865 -0.461 0.042
H -0.714 -3.441 4.338 0.093
H 4.558 2.280 0.242 0.083
H -1.391 -4.629 -2.894 0.069
H -1.472 -1.247 -0.790 0.065
H 2.213 0.951 1.367 0.076
H -2.088 1.921 3.202 0.091
H -2.349 -2.650 3.803 0.098
H -3.091 0.811 -5.067 0.053
H -1.785 -2.945 -2.643 0.043
H -0.127 -0.869 0.170 0.056
H 1.997 -1.349 0.797 0.042
H 1.029 0.279 -1.840 0.079
H -1.348 1.508 1.736 0.071
H 1.210 5.548 -0.738 0.084
H -1.983 -3.421 5.248 0.082
H 1.739 4.663 -2.282 0.080
H -2.756 0.521 2.117 0.098
H -3.148 3.258 -4.076 0.040
H 2.526 2.456 -1.971 0.119
H 0.412 4.081 -1.252 0.066
H 0.388 0.447 7.568 0.089
H -2.166 2.639 -2.846 0.067
H 1.918 0.103 2.784 0.054
H -0.798 1.397 7.912 0.085
H 4.746 1.724 -1.457 0.079
H -1.334 -0.170 7.399 0.083
H -1.855 -2.633 -5.367 0.061
H -0.269 -0.114 -2.802 0.083
H -0.423 -2.867 -4.640 0.043
H 3.780 -1.126 0.719 0.049
```



This record from OMol25 describes C14H33CuN4O5 as an isolated structure in a non-equilibrium geometry. The level of theory is ωB97M-V/def2-TZVPD.

* E: -2788.57165 hartree
* gap between HOMO and LUMO (alpha / beta): 0.23328 / 0.16679 hartree
* E_LUMO (alpha / beta): -4.7 / -6.5 eV
* spin multiplicity: 2
* HOMO energy (alpha / beta): -11.08 / -11.08 eV
* net charge: +1

```
57
Properties=species:S:1:pos:R:3:lowdin_spin:R:1
Cu 0.813 -1.666 3.435 0.030
O -1.050 -0.542 4.098 0.001
O 2.862 4.960 -4.976 0.000
O 5.080 -2.457 1.126 0.002
O 0.915 -0.683 1.538 0.751
O -1.943 -3.314 -1.541 0.000
N -3.146 -2.640 0.268 0.000
N 0.763 4.183 -4.574 0.000
N 3.484 -3.503 -0.154 0.001
N -1.503 1.677 3.873 0.002
C 0.616 0.398 0.747 0.110
C 4.281 -4.722 -0.286 0.000
C -2.354 -3.493 -0.413 0.000
C -1.631 0.394 3.530 0.000
C -2.288 2.718 3.211 0.000
C 0.084 5.449 -4.624 0.000
C 2.097 4.065 -4.712 0.000
C 4.040 -2.472 0.493 0.001
C 0.945 0.236 -0.712 0.005
C -3.185 -1.220 -0.086 0.000
C -0.677 2.093 4.990 0.000
C -3.588 -2.988 1.603 0.000
C -0.027 3.025 -4.180 0.000
C 2.176 -3.383 -0.759 -0.001
H -1.300 2.352 5.849 0.000
H -4.155 -2.171 2.038 0.000
H -4.168 -1.030 -0.511 0.000
H -2.932 2.303 2.436 0.000
H -2.924 -0.596 0.762 0.000
H 2.477 3.049 -4.532 0.000
H 0.397 2.073 -4.486 0.000
H 0.174 6.040 -3.708 0.000
H -4.094 -3.951 1.683 0.000
H 3.492 -1.514 0.417 0.001
H 0.545 6.057 -5.406 0.000
H 1.471 -2.904 -0.078 -0.001
H 5.260 -4.583 0.149 0.000
H -0.184 2.989 -3.095 0.000
H -0.127 3.009 4.774 0.000
H 0.001 1.294 5.267 0.000
H -2.454 -1.007 -0.866 0.000
H -0.971 5.359 -4.872 0.000
H 0.328 -0.516 -1.212 0.001
H 3.796 -5.545 0.262 0.000
H -1.586 3.434 2.790 0.000
H -2.988 3.181 3.907 0.000
H 2.183 -2.766 -1.660 0.000
H -2.758 -3.150 2.315 0.000
H -2.394 0.207 2.765 0.000
H -0.462 0.623 0.854 0.059
H 0.787 1.175 -1.246 0.000
H -1.029 3.146 -4.589 0.000
H -2.100 -4.413 0.137 0.000
H 1.797 -4.383 -0.957 0.000
H 1.057 1.329 1.137 0.035
H 4.140 -5.098 -1.302 0.000
H 1.958 -0.107 -0.919 0.001
```